{
  "formula": "C7H17NO",
  "method": "ωB97M-V/def2-TZVPD",
  "lumo_energy_ev": 0.92,
  "e_tot_ha": -406.864813,
  "de_lowest_ev": 1.783,
  "smiles": "CC[C@](C)(O)[C@@H](C)CN",
  "symbols": ["C", "C", "C", "C", "O", "C", "C", "C", "N", "H", "H", "H", "H", "H", "H", "H", "H", "H", "H", "H", "H", "H", "H", "H", "H", "H"],
  "xyz": [[2.50, -0.37, 1.72], [1.25, 0.45, 1.43], [0.40, -0.17, -0.02], [0.28, -1.67, 0.08], [1.19, 0.23, -1.10], [-0.90, 0.55, 0.05], [-0.84, 2.07, 0.17], [-1.72, 0.24, -1.48], [-1.96, -1.13, -1.85], [2.24, -1.37, 2.08], [3.12, 0.10, 2.47], [3.09, -0.48, 0.81], [1.53, 1.47, 1.18], [0.58, 0.45, 2.29], [1.27, -2.13, 0.06], [-0.28, -2.05, -0.77], [-0.23, -1.96, 1.00], [1.14, -0.44, -1.79], [-1.53, 0.11, 0.81], [-0.08, 2.47, -0.49], [-1.80, 2.50, -0.10], [-0.62, 2.37, 1.19], [-2.65, 0.80, -1.37], [-1.10, 0.73, -2.24], [-2.16, -1.23, -2.84], [-2.72, -1.54, -1.31]],
  "lowdin_charge": [-0.135, -0.139, -0.526, -0.041, -0.005, -0.267, -0.084, -0.196, -0.031, 0.063, 0.068, 0.073, 0.089, 0.098, 0.079, 0.057, 0.093, 0.103, 0.131, 0.086, 0.073, 0.072, 0.088, 0.100, 0.072, 0.078]
}



{
  "formula": "C7H17NO",
  "method": "ωB97M-V/def2-TZVPD",
  "lumo_energy_ev": 0.86,
  "e_tot_ha": -406.878155,
  "de_lowest_ev": 1.420,
  "smiles": "CCCC/C=C(/C)N.O",
  "symbols": ["C", "C", "C", "C", "C", "C", "C", "N", "H", "H", "H", "H", "H", "H", "H", "H", "H", "H", "H", "H", "H", "H", "H", "O", "H", "H"],
  "xyz": [[-2.98, -1.52, -0.51], [-1.64, -1.15, -1.12], [-0.43, -1.96, -0.64], [0.15, -1.50, 0.72], [1.28, -0.50, 0.63], [1.26, 0.79, 0.95], [2.42, 1.70, 1.25], [0.03, 1.49, 1.04], [-3.03, -1.24, 0.54], [-3.22, -2.57, -0.63], [-3.77, -0.91, -0.96], [-1.70, -1.27, -2.21], [-1.43, -0.10, -0.90], [-0.82, -2.97, -0.48], [0.34, -1.96, -1.38], [-0.67, -1.08, 1.31], [0.55, -2.36, 1.24], [2.26, -0.95, 0.51], [3.21, 1.69, 0.50], [2.10, 2.74, 1.23], [2.87, 1.58, 2.23], [-0.10, 2.18, 1.74], [-0.71, 1.04, 0.57], [1.65, 3.11, -2.01], [1.55, 2.77, -1.12], [0.84, 2.93, -2.49]],
  "lowdin_charge": [-0.113, -0.274, -0.206, -0.197, -0.091, -0.393, -0.057, 0.094, 0.068, 0.071, 0.070, 0.105, 0.085, 0.103, 0.097, 0.101, 0.101, 0.107, 0.084, 0.069, 0.076, 0.083, 0.041, -0.053, -0.004, 0.032]
}



{
  "formula": "C7H17NO",
  "method": "ωB97M-V/def2-TZVPD",
  "lumo_energy_ev": 0.69,
  "e_tot_ha": -406.803357,
  "de_lowest_ev": 3.455,
  "smiles": "CC(N)=O.CCCCC",
  "symbols": ["C", "C", "N", "O", "H", "H", "H", "H", "H", "C", "C", "C", "C", "C", "H", "H", "H", "H", "H", "H", "H", "H", "H", "H", "H", "H"],
  "xyz": [[-3.96, 1.48, -0.08], [-4.13, -0.12, -0.01], [-3.26, -0.85, 0.73], [-5.07, -0.64, -0.56], [-4.62, 1.83, -1.06], [-3.06, 2.15, -0.07], [-4.54, 2.01, 0.72], [-3.14, -1.92, 0.34], [-2.22, -0.35, 0.91], [-0.55, -0.42, -0.03], [0.86, -1.12, -0.25], [1.96, 0.01, 0.05], [3.46, -0.43, -0.29], [4.42, 0.68, 0.09], [-0.58, 0.29, 0.92], [-0.65, 0.38, -0.87], [-1.37, -1.21, 0.03], [1.06, -1.57, -1.24], [0.92, -1.99, 0.54], [1.55, 0.90, -0.44], [1.79, 0.03, 1.19], [3.54, -0.68, -1.33], [3.60, -1.37, 0.32], [4.39, 0.94, 1.18], [5.48, 0.44, -0.36], [4.11, 1.53, -0.44]],
  "lowdin_charge": [-0.039, -0.624, 0.046, 0.021, 0.125, 0.058, 0.063, 0.178, 0.100, -0.165, -0.261, -0.224, -0.274, -0.142, 0.111, 0.106, 0.049, 0.097, 0.128, 0.091, 0.124, 0.088, 0.116, 0.089, 0.109, 0.031]
}



{
  "formula": "C7H17NO",
  "method": "ωB97M-V/def2-TZVPD",
  "lumo_energy_ev": 0.84,
  "e_tot_ha": -406.825964,
  "de_lowest_ev": 2.840,
  "smiles": "CCN(C)C(C)=O.CC",
  "symbols": ["C", "C", "N", "C", "C", "C", "O", "H", "H", "H", "H", "H", "H", "H", "H", "H", "H", "H", "C", "C", "H", "H", "H", "H", "H", "H"],
  "xyz": [[1.54, 0.75, -1.25], [0.30, -0.16, -1.49], [0.52, -1.45, -0.75], [1.72, -2.24, -1.12], [0.31, -1.40, 0.71], [1.21, -0.56, 1.60], [-0.62, -2.05, 1.10], [2.45, 0.15, -1.12], [1.49, 1.23, -0.30], [1.74, 1.37, -2.12], [-0.48, 0.45, -1.04], [-0.11, -0.42, -2.48], [2.50, -1.70, -1.67], [1.97, -2.75, -0.18], [1.39, -2.92, -1.91], [2.24, -0.92, 1.54], [1.20, 0.52, 1.54], [0.75, -0.57, 2.58], [-3.14, 3.05, 0.94], [-1.79, 2.92, 0.30], [-3.04, 3.45, 1.95], [-3.66, 3.82, 0.34], [-3.77, 2.18, 0.93], [-1.95, 2.96, -0.80], [-1.20, 2.02, 0.43], [-1.05, 3.67, 0.56]],
  "lowdin_charge": [-0.092, -0.177, -0.163, -0.073, -0.459, -0.001, 0.121, 0.056, 0.030, 0.073, 0.083, 0.115, 0.071, 0.093, 0.078, 0.091, 0.067, 0.078, -0.167, -0.189, 0.063, 0.071, 0.060, 0.075, 0.031, 0.066]
}



Number 1: frontier orbital gap 0.3429 hartree. Number 2: frontier orbital gap 0.3282 hartree. Number 3: frontier orbital gap 0.3843 hartree. Number 4: frontier orbital gap 0.3415 hartree.